Below is a cluster of 2 separate species, C3H5IN2 in total at a distorted geometry, with properties calculated with ωB97M-V/def2-TZVPD.

orbital gap: 10.3 eV
SMILES string: c1cn[nH]c1.I
LUMO energy: 0.88 eV
HOMO level: -0.3462 Eh
total charge: 0

CARTESIAN COORDINATES (ANGSTROEM)
C (1.67, 0.63, 0.17)
C (0.51, 0.90, -0.56)
C (1.48, -0.59, 0.67)
N (0.20, -1.07, 0.35)
N (-0.33, -0.11, -0.44)
I (-4.19, -0.16, 0.12)
H (2.54, 1.34, 0.34)
H (0.31, 1.88, -1.01)
H (2.16, -1.21, 1.29)
H (-4.25, 0.39, -1.27)
H (-0.09, -1.99, 0.35)

Below is the molecule C3H5IN2 at a distorted geometry, with properties calculated with ωB97M-V/def2-TZVPD.

orbital gap (spin up / spin down): 6.7 / 7.0 eV
<S²>: 2.01
LUMO energy (spin up / spin down): 0.64 / -2.77 eV
2S+1: 3
HOMO level (spin up / spin down): -0.2225 / -0.3577 Eh
total charge: 0

CARTESIAN COORDINATES (ANGSTROEM)
C (-0.47, 1.48, 0.13)
C (1.40, -0.12, -0.09)
C (-0.02, 0.16, 0.31)
N (-0.92, 2.50, -0.08)
N (-1.16, -0.77, -0.64)
I (-2.97, -0.55, 0.19)
H (1.59, -0.16, -1.11)
H (1.78, -1.25, 0.28)
H (1.91, 0.67, 0.31)
H (-0.27, -0.12, 1.30)
H (-0.87, -1.83, -0.59)

Below is a structure of composition C3H5IN2S at a distorted geometry, with properties calculated with ωB97M-V/def2-TZVPD.

orbital gap (spin up / spin down): 7.3 / 7.4 eV
LUMO energy (spin up / spin down): -0.69 / -0.69 eV
HOMO level (spin up / spin down): -0.2954 / -0.2954 Eh
total charge: 0

CARTESIAN COORDINATES (ANGSTROEM)
C (1.98, 1.08, 0.87)
C (1.01, 0.51, -0.03)
C (-1.18, -0.70, 0.17)
N (1.71, 0.93, 2.16)
N (0.07, -0.21, 0.66)
S (0.25, 0.25, 2.38)
I (0.03, 2.76, -0.81)
H (2.88, 1.71, 0.53)
H (1.29, 0.31, -1.06)
H (-2.00, -0.54, 1.04)
H (-1.57, -0.14, -0.75)
H (-1.16, -1.67, -0.13)

Below is a structure of composition C3H5IN2S at a distorted geometry, with properties calculated with ωB97M-V/def2-TZVPD.

orbital gap (spin up / spin down): 7.6 / 8.1 eV
LUMO energy (spin up / spin down): -1.12 / -0.64 eV
HOMO level (spin up / spin down): -0.3192 / -0.3215 Eh
total charge: 0

CARTESIAN COORDINATES (ANGSTROEM)
C (0.54, -0.56, -0.03)
C (-1.04, 1.54, -0.57)
C (1.63, -1.30, 0.63)
N (-0.26, -1.14, -0.81)
N (-1.77, 0.39, -1.04)
S (0.50, 1.14, 0.38)
I (-3.17, -0.04, 0.22)
H (-0.54, 2.06, -1.37)
H (-1.47, 2.31, 0.07)
H (2.50, -1.37, 0.03)
H (1.16, -2.24, 0.86)
H (1.92, -0.78, 1.61)

Below is a structure of composition C3H5IN3P at a distorted geometry, with properties calculated with ωB97M-V/def2-TZVPD.

orbital gap (spin up / spin down): 5.7 / 6.3 eV
<S²>: 2.01
LUMO energy (spin up / spin down): -0.30 / -3.66 eV
2S+1: 3
HOMO level (spin up / spin down): -0.2196 / -0.3643 Eh
total charge: 0

CARTESIAN COORDINATES (ANGSTROEM)
C (-0.79, -0.84, 0.06)
C (1.24, -0.64, -0.09)
C (-2.30, -0.76, -0.08)
N (-0.27, -2.01, 0.49)
N (1.06, -1.87, 0.33)
N (0.14, 0.10, -0.21)
P (2.36, 2.67, 0.53)
I (3.11, 0.36, -0.28)
H (-2.68, -1.61, 0.36)
H (-2.72, 0.18, 0.43)
H (-2.28, -0.63, -1.12)
H (1.02, 2.18, 0.40)
H (2.11, 2.85, -0.82)

Below is a structure of composition C3H5IrLiO4 at a distorted geometry, with properties calculated with ωB97M-V/def2-TZVPD.

orbital gap (spin up / spin down): 9.1 / 8.1 eV
<S²>: 6.02
LUMO energy (spin up / spin down): -3.98 / -6.35 eV
2S+1: 5
HOMO level (spin up / spin down): -0.4812 / -0.5323 Eh
total charge: +1

CARTESIAN COORDINATES (ANGSTROEM)
Li (0.64, -1.40, 1.62)
Ir (-1.60, -0.52, 0.15)
O (-0.31, -2.02, 0.12)
O (-0.35, 0.28, -1.49)
O (0.95, 0.61, 0.32)
C (0.05, 1.67, 0.91)
C (-1.35, 1.24, 1.26)
C (0.72, 0.12, -0.90)
H (0.66, 1.93, 1.79)
H (0.10, 2.48, 0.17)
H (-2.06, 2.02, 0.93)
H (-1.44, 1.11, 2.35)
O (1.86, -0.29, -1.43)
H (1.67, -0.77, -2.25)

Below is a structure of composition C3H5LiO3Pd at a distorted geometry, with properties calculated with ωB97M-V/def2-TZVPD.

orbital gap (spin up / spin down): 6.0 / 7.1 eV
<S²>: 3.75
LUMO energy (spin up / spin down): -4.28 / -6.94 eV
2S+1: 4
HOMO level (spin up / spin down): -0.3782 / -0.5157 Eh
total charge: +1

CARTESIAN COORDINATES (ANGSTROEM)
C (0.31, -1.36, -2.49)
C (1.41, -2.10, -2.24)
H (-0.67, -1.83, -2.57)
H (0.39, -0.29, -2.67)
H (1.34, -3.18, -2.11)
H (2.41, -1.65, -2.27)
H (1.13, -1.44, -0.26)
O (-1.05, 0.18, 1.19)
C (0.00, 0.04, 0.45)
O (0.64, 0.98, -0.02)
O (0.27, -1.25, 0.24)
Pd (-1.37, -1.50, 1.39)
Li (-0.75, 2.15, 0.92)

Below is a cluster of 2 separate species, C3H5N in total at a distorted geometry, with properties calculated with ωB97M-V/def2-TZVPD.

orbital gap: 10.7 eV
LUMO energy: 0.86 eV
HOMO level: -0.3599 Eh
total charge: 0

CARTESIAN COORDINATES (ANGSTROEM)
C (-0.81, 0.71, -1.42)
C (-0.51, -0.58, 0.65)
C (0.40, 0.03, 1.38)
N (0.15, 0.64, -2.11)
H (0.98, 0.09, -2.26)
H (-1.36, 0.14, 0.04)
H (-0.42, -1.59, 0.28)
H (1.37, -0.42, 1.60)
H (0.20, 0.98, 1.86)